Arrangement w

C7H11NO as an isolated structure, computed with wB97M-V/def2-TZVPD.

Structure (ORCA input):
```
! wB97M-V def2-TZVPD RIJCOSX def2/J DEFGRID3
* xyz 0 1
C -0.99 0.83 -0.14
C -0.81 -0.19 -1.22
C -0.27 2.15 -0.25
C 1.56 -1.22 -1.24
C 0.14 -1.16 0.86
C -0.57 -0.19 1.53
C 0.30 -0.89 -0.50
O 0.69 -2.27 1.46
N -0.62 0.25 2.70
H 0.80 -2.06 2.40
H -2.01 0.94 0.21
H -1.43 0.83 2.90
H -0.49 0.23 -2.17
H -1.68 -0.82 -1.40
H -0.23 2.66 0.71
H 0.75 2.02 -0.61
H -0.80 2.82 -0.94
H 1.35 -1.54 -2.26
H 2.23 -0.36 -1.28
H 2.10 -2.04 -0.76
*
```

Properties
HOMO-LUMO gap = 8.64 eV
lowest unoccupied orbital energy = 0.5 eV



Arrangement x

One molecule with the formula C7H11NO, computed with wB97M-V/def2-TZVPD.

Structure (ORCA input):
```
! wB97M-V def2-TZVPD RIJCOSX def2/J DEFGRID3
* xyz 0 1
C -1.06 1.78 -1.04
C -0.88 1.31 0.21
C -1.33 -0.08 0.45
O -2.63 -0.38 0.80
C -0.32 -0.96 0.29
N -0.36 -2.35 0.27
C 0.95 -0.18 0.14
C 1.66 -0.03 1.29
C 1.58 -0.03 -1.21
H -1.54 1.19 -1.81
H -0.64 2.71 -1.38
H -0.72 1.97 1.06
H -3.14 0.43 0.76
H -1.20 -2.72 0.70
H 0.48 -2.79 0.61
H 1.19 -0.08 2.26
H 2.71 0.18 1.28
H 2.03 0.96 -1.31
H 0.84 -0.18 -2.00
H 2.37 -0.77 -1.35
*
```

Properties
HOMO-LUMO gap = 8.22 eV
SMILES = C=C/C(O)=C(/N)C(=C)C
lowest unoccupied orbital energy = 0.8 eV



Short version: arrangement w is the least stable of them.



Arrangement w

One molecule with the formula C7H11NO, computed with wB97M-V/def2-TZVPD.

Structure (ORCA input):
```
! wB97M-V def2-TZVPD RIJCOSX def2/J DEFGRID3
* xyz 0 1
C 0.34 -2.27 1.71
N -0.25 -1.48 0.48
C 0.03 -0.31 -0.13
C 0.19 1.00 0.35
C 0.19 1.32 1.78
O 0.65 2.25 2.45
C 0.16 -0.30 -1.64
C -0.19 0.87 -2.52
C -1.00 -0.44 -2.50
H 0.75 -3.39 1.51
H -0.66 -2.32 2.37
H 1.12 -1.63 2.16
H -0.75 -2.13 -0.12
H 0.57 1.60 -0.40
H -0.42 0.60 2.35
H 0.87 -1.01 -2.12
H 0.41 1.21 -3.40
H -0.56 1.67 -1.98
H -2.12 -0.35 -2.30
H -1.05 -1.19 -3.37
*
```

Properties
HOMO-LUMO gap = 9.12 eV
SMILES = CN/C(=C\C=O)C1CC1
lowest unoccupied orbital energy = 0.6 eV



Arrangement x

C7H11NO as an isolated structure, computed with wB97M-V/def2-TZVPD.

Structure (ORCA input):
```
! wB97M-V def2-TZVPD RIJCOSX def2/J DEFGRID3
* xyz 0 1
C 2.25 -0.31 -0.52
C 0.91 0.04 -0.04
C 0.87 1.45 0.63
C -0.09 0.95 -0.52
C -1.43 0.10 -0.15
C -0.89 -0.56 1.31
C -0.80 -1.35 -0.67
H 2.43 0.45 -1.40
H 1.93 -1.36 -1.00
H 3.17 -0.33 0.06
H 1.91 1.78 0.30
H 0.51 2.02 1.52
H -0.47 1.64 -1.51
H -3.39 0.65 0.45
H -0.39 -0.22 2.30
H -1.73 -1.18 1.63
H -0.64 -1.28 -1.86
H -1.68 -2.00 -0.40
N 0.15 -1.22 0.45
O -2.61 0.74 -0.59
*
```

Properties
HOMO-LUMO gap = 8.93 eV
lowest unoccupied orbital energy = 0.1 eV



Arrangement y

One molecule with the formula C7H11NO, computed with wB97M-V/def2-TZVPD.

Structure (ORCA input):
```
! wB97M-V def2-TZVPD RIJCOSX def2/J DEFGRID3
* xyz 0 1
C -1.11 0.55 -2.14
C -1.70 0.47 1.03
C 0.51 0.01 -0.42
C -2.02 -0.65 0.14
C -0.59 -0.42 0.57
C 0.06 -1.53 1.50
C 1.00 1.60 -2.20
N 0.05 0.71 -1.65
O -1.79 0.97 -3.03
H -1.88 1.56 0.80
H -1.97 0.31 2.12
H 1.23 0.67 0.03
H 1.18 -0.84 -0.68
H -2.71 -1.42 -0.16
H -0.81 -2.19 1.85
H 0.72 -1.22 2.27
H 0.52 -2.40 0.83
H 1.02 2.52 -1.49
H 1.98 1.09 -2.21
H 0.52 1.80 -3.20
*
```

Properties
HOMO-LUMO gap (alpha / beta) = 8.46 / 7.86 eV
lowest unoccupied orbital energy (alpha / beta) = 0.7 / 0.6 eV



Short version: arrangement x is the least stable of them.



Arrangement w

C7H11NO as an isolated structure, computed with wB97M-V/def2-TZVPD.

Structure (ORCA input):
```
! wB97M-V def2-TZVPD RIJCOSX def2/J DEFGRID3
* xyz 0 1
C 0.35 0.14 -0.75
C 1.45 -0.49 -0.57
C 2.62 0.24 0.15
C 1.83 -1.89 -1.22
C 2.12 1.38 1.00
C -2.41 1.15 0.27
C -2.30 -0.11 -0.60
N -1.35 -0.03 -1.68
O 3.79 0.02 -0.01
H 2.45 -1.63 -2.07
H 0.88 -2.32 -1.56
H 2.36 -2.57 -0.60
H 2.45 2.35 0.42
H 0.99 1.25 1.02
H 2.63 1.35 1.94
H -2.65 2.03 -0.30
H -3.13 1.13 1.02
H -1.43 1.24 0.75
H -3.26 -0.23 -1.23
H -2.12 -1.07 -0.01
*
```

Properties
HOMO-LUMO gap (alpha / beta) = 8.83 / 7.56 eV
lowest unoccupied orbital energy (alpha / beta) = -1.0 / -0.8 eV



Arrangement x

One molecule with the formula C7H11NO, computed with wB97M-V/def2-TZVPD.

Structure (ORCA input):
```
! wB97M-V def2-TZVPD RIJCOSX def2/J DEFGRID3
* xyz 0 1
C -0.60 1.97 -0.78
C -0.17 0.82 0.20
C 0.87 0.39 1.18
C 2.00 -0.41 0.42
N 1.49 -0.23 -1.11
C 0.16 -0.55 -0.57
C -1.18 -1.03 -0.91
O -1.64 -1.03 0.58
C -0.81 0.08 1.24
H -1.25 2.68 -0.01
H -1.49 1.65 -1.55
H 0.32 2.51 -1.18
H 0.95 0.88 2.25
H 2.01 -1.50 0.68
H 2.82 0.24 0.52
H 1.93 -1.15 -1.47
H 0.43 -1.37 0.03
H -1.38 -2.01 -1.39
H -1.74 -0.29 -1.40
H -1.47 0.47 2.01
*
```

Properties
HOMO-LUMO gap = 9.69 eV
SMILES = C[C@]12[C@@H]3CN[C@@H]1CO[C@@H]32
lowest unoccupied orbital energy = 1.0 eV



Short version: arrangement x is the least stable of them.